# C6H13NiO3

A molecular structure, C6H13NiO3 at a distorted geometry (ωB97M-V with the def2-TZVPD basis set, OMol25).

The calculation puts the relative energy (zero: lowest compared OMol25 entry of this formula, charge and spin) at 49.7 kcal per mole. The value obtained for the largest force on an atom is 0.0476 hartree/bohr. For the orbital gap (alpha / beta), the calculation gives 5.9 / 8.6 eV.

The geometry in ORCA input format:
```
! RIJCOSX wB97M-V def2-TZVPD def2/J DEFGRID3
* xyz 0 4
C 2.664 1.686 0.041
O 1.673 0.727 -0.237
C 2.024 -0.645 0.079
C 0.980 -1.558 -0.479
O -0.004 -1.817 0.552
C -1.355 -1.904 0.205
C -2.074 -0.594 0.451
O -1.638 0.415 -0.454
C -2.192 1.692 -0.188
Ni 0.115 0.213 -1.518
H 2.247 2.678 -0.171
H 2.954 1.638 1.103
H 3.556 1.522 -0.586
H 2.142 -0.697 1.177
H 1.426 -2.522 -0.765
H -1.826 -2.657 0.856
H -1.504 -2.250 -0.832
H -1.864 -0.254 1.479
H -3.161 -0.729 0.333
H -1.378 2.427 -0.180
H -2.918 1.956 -0.970
H -2.681 1.700 0.797
H 2.813 -1.026 -0.691
*
```